DFT (ωB97M-V/def2-TZVPD) results for CH4NOPS as an isolated structure.

```
9
Properties=species:S:1:pos:R:3:forces:R:3
S 2.316 -0.190 0.183 -0.0901 -0.6858 0.0267
P -0.274 -0.777 0.287 0.0017 -1.1997 0.2186
O 2.058 1.236 -0.057 0.1456 0.2609 -0.1227
N 1.135 -1.065 -0.620 0.1964 1.5730 1.2939
C -0.610 0.790 -0.178 0.3189 -0.1383 -0.2358
H 1.309 -1.694 -1.312 0.5397 -1.8260 -2.2288
H -1.292 1.388 0.351 -0.7968 0.8438 0.3496
H -0.087 1.091 -1.058 -0.2065 0.6230 -0.3593
H 0.815 -0.625 1.312 -0.1090 0.5493 1.0579
```
Positions in Å, forces in eV/Å.

Values from the calculation:
Energy above the lowest of the compared OMol25 structures with the same formula, charge and spin   2.753 eV
Spin multiplicity   1